No. 1
DFT (ωB97M-V with the def2-TZVPD basis set) results for a cluster of 3 separate species, C24H36NO11PS in total in a non-equilibrium geometry.

Last column: Mulliken charge in e.
Geometry (Å):
C: 5.11 -4.38 1.20  -0.8898
C: 4.16 -5.40 0.40  -0.4072
C: 2.58 -5.14 0.70  -0.4389
C: 1.65 -5.72 -0.48  -0.9265
N: 1.37 -4.77 -1.59  -0.2901
C: 0.67 -3.56 -1.16  -0.1667
C: -0.84 -3.58 -0.68  -0.3084
C: -1.61 -2.29 -0.26  0.1553
P: -3.45 -2.41 0.25  0.7204
O: -3.66 -3.93 1.05  -0.5249
O: -4.46 -2.29 -1.15  -0.5465
S: -3.94 -1.04 1.57  -0.3685
C: -0.94 -0.87 -0.26  -0.7986
C: 0.55 -0.84 -0.72  0.1178
C: 1.34 -2.14 -1.16  0.5064
C: 2.84 -1.89 -1.64  -0.1251
O: 3.42 -2.48 -2.59  -0.5753
C: 3.62 -0.72 -0.84  -0.4524
C: 2.91 0.46 -0.42  0.5404
O: 3.57 1.51 0.32  -0.3902
C: 4.35 2.29 -0.64  -0.2488
C: 5.90 1.79 -0.72  -0.9491
C: 1.33 0.57 -0.77  0.4304
O: 0.79 1.66 -1.07  -0.5338
H: 6.05 -4.94 1.55  0.3074
H: 4.54 -3.93 2.08  0.2866
H: 5.47 -3.55 0.49  0.1294
H: 4.44 -6.49 0.67  0.3571
H: 4.32 -5.30 -0.73  0.2551
H: 2.36 -4.06 0.99  0.3130
H: 2.35 -5.78 1.64  0.3377
H: 0.71 -6.21 -0.03  0.2563
H: 2.24 -6.59 -0.95  0.4111
H: 2.19 -4.56 -2.17  0.4624
H: -1.37 -4.59 -0.66  0.3925
H: -2.92 -3.97 1.70  0.3469
H: -5.40 -2.28 -0.84  0.3501
H: -1.51 0.09 0.03  0.2790
H: 4.72 -0.79 -0.56  0.4597
H: 4.26 3.42 -0.46  0.3790
H: 3.89 2.09 -1.68  0.3048
H: 5.96 0.97 -1.53  0.2342
H: 6.61 2.65 -0.98  0.3219
H: 6.20 1.27 0.27  0.2404
C: -4.59 0.42 -2.37  -0.8532
C: -5.79 0.79 -1.52  -0.0662
O: -5.94 2.21 -1.43  -0.3507
C: -6.45 2.81 -2.53  0.7388
O: -6.78 2.27 -3.55  -0.5504
O: -6.49 4.13 -2.29  -0.3402
C: -6.91 4.90 -3.42  -0.6303
H: -3.69 0.91 -2.00  0.1935
H: -4.44 -0.66 -2.37  0.2523
H: -4.72 0.74 -3.41  0.3905
H: -5.64 0.43 -0.50  0.1448
H: -6.71 0.33 -1.90  0.3009
H: -7.86 4.55 -3.81  0.2902
H: -6.14 4.87 -4.19  0.2879
H: -7.03 5.94 -3.09  0.2252
C: 0.97 2.79 1.56  -0.1954
C: 0.68 4.28 1.52  -0.4212
O: -0.22 4.66 2.57  -0.3523
C: 0.32 4.74 3.80  0.7796
O: 1.48 4.52 4.08  -0.5567
O: -0.65 5.08 4.66  -0.3417
C: -0.23 5.08 6.02  -0.6271
H: 0.04 2.22 1.54  0.2519
H: 1.58 2.50 0.71  -0.3185
H: 1.50 2.52 2.48  0.3604
H: 0.17 4.52 0.58  0.3210
H: 1.59 4.88 1.56  0.3088
H: 0.65 5.72 6.17  0.2879
H: -0.02 4.06 6.35  0.2897
H: -1.05 5.48 6.63  0.2262

Summary:
SMILES: CCCCNc1cc(P(O)(O)=S)cc2c1C(=O)C=C(OCC)C2=O.CCOC(=O)OC.CCOC(=O)OC
Gap between HOMO and LUMO (eV): 7.23
Largest force on an atom (eV/Å): 4.60
HOMO energy (eV): -9.0
ΔE to the lowest compared entry with this formula, charge and spin (kJ/mol): 471.5

No. 2
DFT (ωB97M-V with the def2-TZVPD basis set) results for the ion C4H11NOS with charge -1 in a non-equilibrium geometry.

Last column: Mulliken spin population.
Geometry (Å):
C: 0.17 -0.97 -0.63  0.4481
N: 1.14 -0.14 0.15  -0.0615
C: 1.25 -0.60 1.52  0.1556
O: 2.45 -0.19 2.11  0.0137
C: -0.67 -0.11 -1.57  1.0006
C: -1.73 0.76 -0.90  1.0181
S: -1.36 2.33 -0.07  0.5156
H: -0.45 -1.51 0.10  -0.1044
H: 0.74 -1.76 -1.14  0.0615
H: 0.94 0.79 -0.15  -0.0949
H: 0.43 -0.25 2.15  -0.0497
H: 1.15 -1.68 1.45  -0.0049
H: 2.27 0.70 2.48  -0.0001
H: 0.02 0.38 -2.26  0.0806
H: -1.21 -0.82 -2.22  -0.8901
H: -2.41 1.00 -1.71  -0.8579
H: -2.24 0.10 -0.18  -0.2245
H: -0.49 1.95 0.88  -0.0059

Summary:
Gap between HOMO and LUMO (alpha / beta) (eV): 1.82 / 8.62
Multiplicity: 2
Largest force on an atom (eV/Å): 2.35
HOMO energy (alpha / beta) (eV): 1.2 / -5.5
ΔE to the lowest compared entry with this formula, charge and spin (kJ/mol): 151.9
<S²>: 0.7505
Total charge: -1

No. 3
DFT (ωB97M-V with the def2-TZVPD basis set) results for a structure of composition C56H65N3O11Sn.

Last column: Mulliken charge in e.
Geometry (Å):
Sn: 1.34 0.37 -1.03  1.7755
C: 1.05 -2.79 -3.54  -0.9727
O: 0.91 -1.94 -2.40  -0.4862
C: 0.08 -2.43 -1.39  0.4625
C: -1.37 -2.40 -1.74  0.6212
C: -1.80 -1.59 -2.97  -1.0696
C: -2.65 -0.44 -2.49  -0.1578
C: -4.02 -0.38 -2.73  -0.2577
C: -4.82 0.61 -2.16  0.0963
C: -4.18 1.55 -1.35  -0.8245
C: -2.82 1.52 -1.10  0.3195
C: -2.16 2.54 -0.20  -1.6375
C: -1.93 2.05 1.22  0.8739
C: -3.00 1.57 1.97  -0.2687
C: -2.86 1.18 3.29  0.2228
C: -1.59 1.28 3.87  -0.6544
C: -0.50 1.76 3.16  0.3502
C: 0.85 1.86 3.82  -1.3817
C: 1.54 0.51 3.98  -0.2069
C: 1.73 -0.17 5.32  0.5476
C: 0.95 -1.42 5.59  -0.2490
C: 0.59 -2.16 4.54  -1.0770
C: 0.88 -1.76 3.16  1.0116
C: 1.01 -2.85 2.11  -2.3647
C: 0.15 -2.80 0.85  0.6930
C: -1.26 -3.14 1.20  -1.3011
C: -2.34 -3.25 0.42  0.7696
C: -2.36 -2.84 -0.97  -0.8124
C: -3.70 -3.65 1.00  2.4138
C: -4.31 -4.78 0.16  -1.9436
C: -4.62 -2.41 0.95  -1.4416
C: -3.62 -4.14 2.45  -2.0122
C: 1.22 -0.49 2.94  -1.7147
O: 1.56 0.01 1.70  0.6604
C: 0.66 -1.77 7.04  1.9340
C: 1.97 -1.75 7.83  -1.7297
C: -0.31 -0.72 7.61  -1.2849
C: 0.02 -3.15 7.17  -2.0866
C: -0.69 2.14 1.82  0.1000
O: 0.40 2.60 1.10  -0.3372
C: 0.56 4.02 1.14  -1.1581
C: -4.03 0.68 4.15  2.4705
C: -4.18 1.57 5.39  -1.8283
C: -3.75 -0.76 4.59  -0.6213
C: -5.36 0.71 3.38  -2.1012
C: -2.03 0.51 -1.67  -0.2816
O: -0.73 0.43 -1.41  -1.0008
C: -6.33 0.68 -2.37  2.0906
C: -6.84 -0.44 -3.27  -2.1625
C: -7.03 0.55 -1.00  -1.4462
C: -6.71 2.02 -3.00  -1.7988
H: 0.10 -3.26 -3.80  0.3593
H: 1.80 -3.57 -3.35  0.3574
H: 1.38 -2.17 -4.36  0.3437
H: -2.38 -2.22 -3.66  0.3552
H: -0.94 -1.21 -3.51  0.5865
H: -4.45 -1.14 -3.37  0.4632
H: -4.76 2.34 -0.89  0.4231
H: -2.79 3.43 -0.16  0.5828
H: -1.21 2.82 -0.64  0.4929
H: -3.97 1.50 1.48  0.4993
H: -1.44 0.99 4.90  0.5473
H: 0.76 2.32 4.80  0.3571
H: 1.51 2.49 3.24  0.6815
H: 1.65 0.56 6.14  0.9191
H: 0.08 -3.10 4.67  0.5709
H: 0.76 -3.80 2.59  1.2020
H: 2.06 -2.90 1.85  0.5198
H: -1.37 -3.36 2.25  0.1936
H: -3.35 -2.69 -1.38  0.4595
H: -4.43 -4.50 -0.88  0.2571
H: -5.29 -5.05 0.56  0.4919
H: -3.67 -5.67 0.20  0.4165
H: -4.82 -2.08 -0.07  0.1584
H: -4.15 -1.57 1.48  -0.2554
H: -5.58 -2.63 1.43  0.6112
H: -2.97 -5.01 2.53  0.4326
H: -4.62 -4.42 2.79  0.4809
H: -3.25 -3.36 3.12  0.1617
H: 2.47 -0.78 7.77  0.3192
H: 2.66 -2.50 7.45  0.3868
H: 1.77 -1.96 8.88  0.4817
H: 0.10 0.29 7.58  0.3145
H: -0.52 -0.96 8.66  0.5062
H: -1.26 -0.73 7.07  0.0753
H: 0.66 -3.93 6.77  0.4010
H: -0.95 -3.20 6.66  0.3313
H: -0.16 -3.37 8.23  0.4326
H: -0.24 4.51 0.58  0.2989
H: 1.51 4.24 0.67  0.3233
H: 0.55 4.38 2.17  0.3352
H: -3.28 1.55 6.01  0.2951
H: -5.01 1.23 6.00  0.4747
H: -4.36 2.61 5.10  0.3732
H: -2.83 -0.83 5.16  -0.4336
H: -3.65 -1.41 3.72  -0.3488
H: -4.57 -1.14 5.21  0.6632
H: -5.62 1.72 3.08  0.4281
H: -6.15 0.33 4.03  0.4808
H: -5.33 0.08 2.49  0.2226
H: -6.64 -1.43 -2.85  0.3398
H: -6.40 -0.39 -4.27  0.4069
H: -7.93 -0.35 -3.39  0.4453
H: -6.78 -0.40 -0.53  0.1729
H: -8.11 0.60 -1.12  0.4997
H: -6.73 1.35 -0.32  0.3275
H: -6.23 2.14 -3.98  0.4181
H: -6.40 2.86 -2.38  0.2834
H: -7.79 2.09 -3.14  0.4614
O: 4.99 -2.17 -0.92  -0.6874
C: 4.44 -1.12 -0.60  0.1504
O: 3.56 -0.46 -1.24  -0.7350
C: 4.85 -0.50 0.75  0.7468
C: 6.16 -0.20 1.09  -0.4642
C: 6.40 0.38 2.32  -0.7707
C: 5.40 0.67 3.23  -0.2682
C: 4.10 0.34 2.93  -0.4629
C: 3.85 -0.26 1.69  -0.1433
O: 2.67 -0.78 1.25  -0.3371
N: 3.12 0.73 4.00  1.9667
O: 3.11 -0.45 5.04  -0.7905
O: 3.43 1.83 4.52  -0.8286
N: 7.79 0.73 2.68  1.0655
O: 7.99 1.21 3.78  -0.6251
O: 8.65 0.49 1.86  -0.6340
H: 6.97 -0.41 0.40  0.6190
H: 5.63 1.16 4.16  0.7327
C: 1.97 -5.42 -0.67  -1.8112
C: 2.16 -3.90 -0.58  -1.1805
C: 0.85 -3.22 -0.39  0.6794
N: 0.58 -1.77 -0.16  0.5526
H: 2.93 -5.92 -0.80  0.4919
H: 1.33 -5.68 -1.51  0.3441
H: 1.50 -5.81 0.24  0.3347
H: 2.66 -3.51 -1.46  0.6568
H: 2.83 -3.65 0.24  0.2711

Summary:
Gap between HOMO and LUMO (eV): 7.32
Largest force on an atom (eV/Å): 0.18
HOMO energy (eV): -7.7
ΔE to the lowest compared entry with this formula, charge and spin (kJ/mol): 647.4

No. 4
DFT (ωB97M-V with the def2-TZVPD basis set) results for an isolated molecule of C13H18O2 in a non-equilibrium geometry.

Last column: Mulliken charge in e.
Geometry (Å):
C: 3.23 -1.16 1.50  -1.2698
C: 3.75 -1.02 0.10  -0.2633
C: 2.83 -1.16 -1.01  -0.5292
C: 0.62 -0.03 -0.92  1.1371
C: -0.32 -1.04 -1.27  -0.9879
C: -1.60 -0.86 -1.04  -0.4990
C: -2.05 0.35 -0.55  0.5249
C: -3.48 0.74 -0.39  -0.7881
C: -4.38 -0.17 0.27  -0.2372
C: -4.10 -1.45 0.89  -1.0987
C: -1.15 1.42 -0.47  -0.5631
C: 0.27 1.26 -0.56  0.3420
C: 1.08 3.27 0.48  -1.0013
H: 4.03 -1.19 2.23  0.3954
H: 2.60 -2.05 1.59  0.3095
H: 2.66 -0.35 1.87  0.2601
H: 4.27 -0.04 0.15  0.1996
H: 4.64 -1.70 -0.03  0.3870
H: 3.38 -0.77 -1.90  0.1856
H: 2.32 -2.07 -1.25  0.4403
H: 0.10 -2.03 -1.73  0.1301
H: -2.32 -1.59 -1.17  0.4170
H: -3.91 1.64 -0.69  0.4333
H: -5.35 0.21 0.35  0.4406
H: -3.88 -2.23 0.09  0.2310
H: -3.22 -1.38 1.63  0.2580
H: -4.91 -1.85 1.46  0.3580
H: -1.69 2.38 -0.28  0.2930
H: 0.59 4.00 -0.14  0.3685
H: 0.69 3.07 1.42  0.3966
H: 2.03 3.75 0.50  0.3358
O: 1.98 -0.08 -0.82  -0.2211
O: 1.31 2.12 -0.29  -0.3849

Summary:
SMILES: C/C=C\c1ccc(OCCC)c(OC)c1
Gap between HOMO and LUMO (eV): 8.36
Largest force on an atom (eV/Å): 6.60
HOMO energy (eV): -7.4
ΔE to the lowest compared entry with this formula, charge and spin (kJ/mol): 384.3

No. 5
DFT (ωB97M-V with the def2-TZVPD basis set) results for a cluster of 2 separate species, C2H3NOS2 in total in a non-equilibrium geometry.

Last column: Mulliken charge in e.
Geometry (Å):
C: 0.75 0.94 -0.05  0.5252
C: -0.79 -0.42 1.03  -0.4159
N: 0.72 0.46 -1.29  -0.2698
O: 1.22 1.75 0.70  -0.3944
S: -1.62 -1.59 -0.01  -0.1906
S: 0.13 -1.95 1.19  -0.0753
H: -1.38 0.09 1.83  0.3393
H: -0.03 -0.22 -1.27  0.2251
H: 1.01 0.94 -2.13  0.2564

Summary:
Gap between HOMO and LUMO (eV): 7.83
Largest force on an atom (eV/Å): 3.04
HOMO energy (eV): -8.1
ΔE to the lowest compared entry with this formula, charge and spin (kJ/mol): 280.8